(1)
The following is a DFT calculation (ωB97M-V with the def2-TZVPD basis set) of 9 unconnected molecules or ions with the total composition C42H84F18N3O30S6.

frontier orbital gap	7.1	eV
charge	-3
LUMO energy	4.092	eV

Structure (XYZ):
```
183
C42H84F18N3O30S6 (ωB97M-V with the def2-TZVPD basis set)
C 8.369 6.775 -26.005
F 7.432 7.570 -25.490
F 9.101 7.426 -26.907
F 9.131 6.459 -24.956
S 7.628 5.316 -26.942
O 6.906 6.032 -27.984
O 8.741 4.525 -27.409
N 6.685 4.616 -25.701
S 5.925 3.426 -26.394
O 5.297 3.652 -27.663
O 6.719 2.220 -26.365
C 4.549 3.227 -25.151
F 3.818 4.339 -25.095
F 3.775 2.171 -25.500
F 4.955 2.943 -23.910
C 7.051 9.790 -23.155
F 7.973 8.819 -23.122
F 7.740 10.903 -23.460
F 6.191 9.561 -24.125
S 6.296 9.917 -21.406
O 7.501 9.887 -20.599
O 5.625 11.191 -21.631
N 5.323 8.514 -21.360
S 3.851 8.988 -21.403
O 3.538 9.877 -20.285
O 3.380 9.492 -22.669
C 2.892 7.336 -21.053
F 3.179 6.793 -19.873
F 1.605 7.710 -21.000
F 3.079 6.325 -21.906
C 9.685 5.870 -17.462
F 9.194 6.886 -18.139
F 10.919 6.133 -17.039
F 8.857 5.650 -16.443
S 9.681 4.324 -18.577
O 10.329 4.726 -19.799
O 10.366 3.314 -17.794
N 7.923 4.301 -18.802
S 7.567 2.842 -18.350
O 8.090 1.838 -19.242
O 7.694 2.599 -16.914
C 5.705 3.026 -18.759
F 5.073 1.880 -18.431
F 5.202 4.021 -18.048
F 5.420 3.176 -20.046
C 11.596 9.918 -19.286
O 11.897 9.931 -20.673
C 10.978 9.103 -21.369
C 11.389 8.915 -22.841
O 11.954 10.114 -23.401
C 11.142 11.301 -23.443
C 11.446 12.287 -22.352
O 12.833 12.611 -22.465
C 13.203 13.792 -21.786
H 11.582 8.880 -18.931
H 10.611 10.379 -19.179
H 12.410 10.398 -18.743
H 9.911 9.285 -21.216
H 11.210 8.119 -20.938
H 10.551 8.551 -23.439
H 12.151 8.142 -22.903
H 10.078 11.069 -23.503
H 11.380 11.810 -24.378
H 11.081 12.038 -21.352
H 10.871 13.213 -22.508
H 12.539 14.660 -21.837
H 14.222 13.963 -22.127
H 13.290 13.621 -20.703
C 3.765 12.118 -24.864
O 4.229 12.636 -26.089
C 5.582 13.074 -26.005
C 5.859 14.236 -25.060
O 4.943 15.275 -25.217
C 4.958 16.340 -24.293
C 3.714 17.132 -24.628
O 2.506 16.463 -24.437
C 1.405 17.262 -24.102
H 4.310 11.189 -24.673
H 2.707 11.883 -24.991
H 3.805 12.748 -23.969
H 5.746 13.483 -27.008
H 6.201 12.175 -25.974
H 6.856 14.603 -25.360
H 6.081 13.918 -24.033
H 5.860 16.955 -24.222
H 4.804 15.945 -23.280
H 3.681 17.574 -25.637
H 3.704 18.042 -23.999
H 0.567 16.572 -23.998
H 1.146 17.916 -24.943
H 1.480 17.820 -23.165
C -5.566 4.120 -25.267
O -5.141 5.305 -24.645
C -5.963 5.698 -23.581
C -5.311 6.627 -22.586
O -5.101 7.864 -23.253
C -4.362 8.816 -22.488
C -2.871 8.470 -22.354
O -2.293 8.587 -23.635
C -1.019 8.014 -23.724
H -6.617 4.205 -25.577
H -5.534 3.212 -24.657
H -5.032 3.954 -26.199
H -6.282 4.784 -23.060
H -6.897 6.195 -23.873
H -4.489 6.221 -21.990
H -6.059 6.848 -21.808
H -4.920 9.070 -21.582
H -4.388 9.714 -23.108
H -2.726 7.483 -21.912
H -2.444 9.276 -21.748
H -0.296 8.543 -23.083
H -0.655 7.952 -24.743
H -1.003 7.047 -23.197
C -1.463 -0.727 -23.551
O -0.200 -0.513 -23.021
C 0.857 -0.095 -23.871
C 1.994 0.577 -23.094
O 1.576 1.680 -22.313
C 1.462 2.862 -23.105
C 0.867 3.932 -22.221
O -0.578 3.914 -22.201
C -1.040 4.206 -20.892
H -1.869 0.130 -24.109
H -2.176 -1.022 -22.788
H -1.428 -1.459 -24.375
H 0.534 0.619 -24.639
H 1.150 -1.025 -24.369
H 2.794 0.913 -23.752
H 2.329 -0.195 -22.399
H 0.872 2.766 -24.017
H 2.441 3.299 -23.315
H 1.054 4.985 -22.450
H 1.335 3.807 -21.239
H -0.974 5.260 -20.591
H -0.469 3.706 -20.107
H -2.103 3.975 -20.817
C 4.670 4.287 -14.854
O 4.362 5.342 -15.710
C 3.845 6.519 -15.095
C 3.077 7.384 -16.123
O 3.930 8.049 -17.013
C 4.213 9.336 -16.517
C 5.242 10.155 -17.321
O 6.523 9.562 -17.398
C 7.233 9.371 -16.202
H 5.704 4.379 -14.510
H 4.480 3.346 -15.372
H 3.983 4.239 -13.993
H 4.594 7.067 -14.518
H 3.111 6.071 -14.410
H 2.448 8.085 -15.560
H 2.349 6.707 -16.573
H 4.602 9.252 -15.492
H 3.271 9.897 -16.478
H 5.320 11.171 -16.917
H 4.977 10.107 -18.378
H 7.340 10.338 -15.693
H 8.215 8.943 -16.390
H 6.754 8.669 -15.509
C -1.313 16.329 -21.496
O -1.050 16.803 -20.206
C -0.079 17.817 -20.174
C 1.020 17.643 -19.114
O 1.708 16.418 -19.309
C 2.646 16.161 -18.269
C 3.225 14.765 -18.358
O 3.764 14.581 -19.655
C 4.575 13.430 -19.756
H -0.966 15.294 -21.559
H -0.910 16.842 -22.377
H -2.372 16.383 -21.784
H -0.514 18.808 -19.989
H 0.501 17.993 -21.085
H 0.599 17.738 -18.110
H 1.753 18.424 -19.341
H 2.083 16.298 -17.340
H 3.483 16.857 -18.380
H 2.585 13.937 -18.047
H 4.083 14.774 -17.672
H 5.183 13.241 -18.864
H 5.278 13.464 -20.588
H 3.941 12.567 -19.981
```

(2)
The following is a DFT calculation (ωB97M-V with the def2-TZVPD basis set) of 9 unconnected molecules or ions with the total composition C42H84F18N3O30S6.

frontier orbital gap	7.1	eV
charge	-3
LUMO energy	3.867	eV

Structure (XYZ):
```
183
C42H84F18N3O30S6 (ωB97M-V with the def2-TZVPD basis set)
C -0.487 21.287 -10.248
F -1.176 22.192 -10.999
F -0.301 21.716 -8.954
F -1.065 20.084 -10.126
S 1.156 21.039 -11.274
O 0.723 20.853 -12.642
O 1.872 22.270 -10.978
N 1.766 19.593 -10.588
S 3.086 19.378 -11.429
O 2.869 19.161 -12.915
O 4.238 20.165 -11.170
C 3.642 17.631 -10.776
F 4.747 17.338 -11.382
F 3.818 17.728 -9.403
F 2.714 16.705 -11.073
C -6.576 20.957 -17.985
F -5.836 20.929 -19.091
F -6.696 22.212 -17.517
F -7.763 20.390 -18.364
S -5.738 19.826 -16.667
O -6.190 18.534 -17.086
O -4.318 19.993 -16.622
N -6.717 20.129 -15.310
S -5.784 20.954 -14.354
O -4.790 20.177 -13.664
O -5.217 22.128 -15.023
C -7.002 21.498 -12.977
F -7.778 20.375 -12.603
F -6.266 21.973 -11.960
F -7.786 22.464 -13.339
C -1.626 9.872 -8.164
F -2.744 10.218 -8.691
F -1.734 10.304 -6.880
F -1.382 8.559 -8.216
S -0.084 10.669 -8.945
O 0.135 9.909 -10.199
O -0.396 12.091 -9.091
N 1.076 10.349 -7.884
S 2.295 11.076 -8.402
O 2.689 10.811 -9.795
O 2.221 12.524 -8.105
C 3.794 10.298 -7.466
F 3.594 10.501 -6.183
F 3.836 9.049 -7.733
F 4.927 10.931 -7.905
C 10.481 27.398 -6.692
O 9.675 27.823 -5.554
C 8.551 28.570 -5.878
C 7.395 28.003 -6.672
O 7.334 26.622 -6.301
C 6.441 25.845 -7.015
C 7.140 24.491 -7.489
O 7.860 23.852 -6.471
C 7.829 22.379 -6.520
H 11.006 28.209 -7.197
H 9.858 26.960 -7.471
H 11.302 26.774 -6.340
H 8.779 29.540 -6.320
H 8.229 28.626 -4.838
H 7.539 27.937 -7.750
H 6.472 28.538 -6.452
H 6.176 26.395 -7.917
H 5.509 25.626 -6.494
H 7.856 24.785 -8.258
H 6.428 23.756 -7.864
H 6.841 21.949 -6.357
H 8.566 21.956 -5.838
H 8.057 21.986 -7.511
C -0.182 32.018 -9.912
O 0.042 30.839 -9.167
C 0.124 29.616 -9.900
C 0.007 28.412 -9.022
O -1.057 28.632 -8.078
C -1.304 27.460 -7.189
C -2.477 27.874 -6.226
O -2.108 28.880 -5.327
C -3.250 29.314 -4.534
H -0.972 32.107 -10.658
H 0.731 32.117 -10.499
H -0.273 32.896 -9.272
H 1.105 29.513 -10.364
H -0.666 29.448 -10.633
H 0.936 28.401 -8.453
H -0.124 27.467 -9.548
H -0.377 27.203 -6.676
H -1.555 26.574 -7.772
H -2.942 26.984 -5.802
H -3.205 28.211 -6.964
H -2.880 29.819 -3.642
H -3.820 28.482 -4.120
H -3.922 29.858 -5.198
C 7.123 15.868 -15.996
O 7.906 16.683 -16.771
C 8.282 17.911 -16.093
C 9.117 18.783 -16.936
O 10.451 18.228 -17.135
C 10.608 16.971 -17.765
C 11.369 16.055 -16.835
O 12.630 16.743 -16.590
C 13.402 16.034 -15.622
H 7.099 14.963 -16.604
H 6.141 16.199 -15.660
H 7.609 15.527 -15.082
H 8.948 17.701 -15.256
H 7.416 18.473 -15.743
H 9.160 19.766 -16.467
H 8.645 18.842 -17.917
H 11.224 17.008 -18.664
H 9.703 16.546 -18.199
H 11.466 15.074 -17.301
H 10.855 15.874 -15.891
H 14.339 16.561 -15.443
H 13.746 15.099 -16.065
H 12.825 15.729 -14.749
C -4.618 17.545 -7.596
O -3.609 16.938 -6.807
C -3.990 16.664 -5.415
C -3.003 15.707 -4.685
O -1.652 16.182 -4.676
C -0.815 15.726 -3.584
C 0.340 16.835 -3.449
O 1.096 16.916 -4.647
C 2.343 17.590 -4.608
H -5.517 16.931 -7.543
H -4.378 17.711 -8.646
H -4.880 18.509 -7.159
H -5.009 16.302 -5.277
H -3.845 17.625 -4.920
H -2.964 14.689 -5.073
H -3.379 15.584 -3.669
H -0.554 14.747 -3.987
H -1.395 15.616 -2.668
H 0.893 16.399 -2.618
H -0.017 17.838 -3.215
H 3.112 17.462 -5.370
H 2.821 17.548 -3.629
H 2.199 18.665 -4.711
C 0.337 14.569 -22.842
O 0.666 15.320 -21.645
C 1.738 14.880 -21.015
C 2.101 15.665 -19.740
O 1.156 15.622 -18.660
C 0.911 14.332 -17.973
C -0.179 14.565 -16.983
O 0.219 15.446 -15.972
C -0.858 15.993 -15.179
H 1.093 14.807 -23.591
H -0.616 15.025 -23.107
H 0.307 13.483 -22.758
H 2.563 15.051 -21.706
H 1.693 13.849 -20.664
H 2.068 16.717 -20.023
H 3.057 15.378 -19.303
H 1.872 14.001 -17.581
H 0.663 13.594 -18.735
H -0.654 13.624 -16.705
H -0.964 15.045 -17.569
H -0.679 16.750 -14.416
H -1.306 15.227 -14.546
H -1.662 16.337 -15.829
C 3.335 24.348 -16.676
O 3.300 23.451 -17.764
C 4.114 23.935 -18.761
C 4.231 22.739 -19.766
O 3.116 22.646 -20.630
C 3.409 21.575 -21.541
C 2.101 21.087 -22.155
O 1.153 20.485 -21.194
C -0.128 20.066 -21.687
H 3.016 25.332 -17.017
H 4.340 24.278 -16.259
H 2.691 23.969 -15.883
H 5.075 24.134 -18.287
H 3.665 24.824 -19.205
H 4.314 21.784 -19.247
H 5.179 22.951 -20.260
H 3.902 20.643 -21.263
H 4.006 21.854 -22.409
H 2.354 20.303 -22.869
H 1.626 21.830 -22.794
H -0.915 20.819 -21.714
H -0.372 19.151 -21.147
H -0.072 19.807 -22.745
```

Which of the structures shown above is the most stable? The most stable is (1).